288
Properties=species:S:1:pos:R:3:forces:R:3 method="wB97M-V/def2-TZVPD" lumo_energy_ev=0.38 mol_weight_g_mol=1507.30
C -9.8479 0.0475 5.2877 0.701 0.962 0.761
O -8.7126 0.1806 6.1762 -0.452 0.236 -1.055
C -8.3209 1.5241 6.3668 1.405 -0.164 1.677
C -7.0189 1.5297 7.2157 0.068 0.035 -1.374
N -5.8207 1.1488 6.4033 -0.019 0.537 0.291
C -4.5625 1.5615 7.0271 -0.217 0.606 0.708
C -4.1300 0.4564 7.9562 1.199 -0.149 0.581
O -4.1164 -0.8307 7.3724 -0.638 -0.600 -0.632
C -3.0765 -1.0801 6.4312 0.513 0.687 0.533
H -10.0952 -1.0079 5.1730 -0.005 0.223 0.180
H -9.6572 0.5155 4.3220 0.340 -0.227 -0.248
H -10.6377 0.6600 5.7228 -0.563 -0.428 0.071
H -8.9853 2.1244 6.9883 -0.931 -0.345 0.094
H -8.1545 2.1521 5.4916 0.080 -0.553 -0.628
H -7.0964 0.9246 8.1189 -0.322 -0.221 -0.021
H -6.9366 2.5636 7.5509 0.431 0.117 -0.085
H -5.6697 0.1526 6.4725 -0.966 -0.599 -0.606
H -4.7494 2.4491 7.6315 0.117 0.134 0.122
H -3.7637 1.8646 6.3502 -0.172 -0.285 -0.529
H -4.8059 0.4183 8.8105 -0.116 -0.262 -0.068
H -3.1314 0.6364 8.3542 0.254 0.310 0.167
H -2.9669 -0.2907 5.6876 -0.306 -0.019 -0.134
H -3.1903 -2.0455 5.9383 -0.415 0.108 0.182
H -2.1241 -1.0724 6.9612 0.287 -0.155 0.150
C 5.9227 5.2312 -9.2290 -0.637 -0.127 0.630
O 5.6417 4.2094 -8.2335 0.915 0.319 -2.065
C 5.1493 4.6391 -7.0107 0.184 -0.009 1.260
C 4.9436 3.4059 -6.1244 -0.128 0.467 -0.429
N 3.9545 2.6088 -6.7485 -1.497 -1.134 -0.716
C 3.5989 1.4178 -5.9789 0.389 0.642 -0.510
C 2.6473 0.4762 -6.7162 0.243 0.657 1.569
O 3.3631 -0.1594 -7.7464 -0.506 -0.284 0.192
C 2.7329 -1.3410 -8.2266 0.139 0.944 -0.766
H 6.4476 4.8217 -10.0921 0.065 -0.438 0.406
H 6.4893 6.0818 -8.8502 0.350 -0.199 0.445
H 5.0162 5.6883 -9.6257 -0.454 -0.216 0.118
H 4.1887 5.1432 -7.1161 -0.140 0.170 -0.025
H 5.8650 5.2909 -6.5097 0.129 0.399 -0.007
H 4.5460 3.6682 -5.1440 0.288 0.408 0.153
H 5.8547 2.8192 -6.0066 0.629 0.247 0.232
H 4.2822 2.3377 -7.6646 -0.022 -0.089 -0.178
H 3.2189 1.7880 -5.0267 -0.578 -0.212 0.081
H 4.5089 0.8793 -5.7143 0.211 -0.531 0.019
H 1.7209 0.9942 -6.9642 0.090 0.389 -1.069
H 2.2502 -0.1885 -5.9490 0.386 -0.929 0.072
H 1.8039 -1.0777 -8.7322 -0.474 -0.030 0.250
H 2.5586 -2.0753 -7.4402 0.116 -0.093 0.016
H 3.3560 -1.6999 -9.0458 0.235 -0.364 0.384
C -0.8776 -1.1347 3.4788 -0.412 -0.142 -0.510
O -1.6236 -1.7234 2.3927 0.726 0.362 0.465
C -1.7592 -0.7934 1.3335 0.234 -1.084 -1.690
C -1.7815 -1.5617 -0.0561 1.306 -0.121 0.704
N -0.4300 -2.1025 -0.4710 -0.801 0.954 0.915
C -0.4681 -2.8443 -1.6885 0.454 -1.290 -1.514
C 0.8955 -2.7135 -2.4161 -0.804 0.350 -0.045
O 1.1783 -1.3269 -2.4406 -0.020 -0.072 1.297
C 2.4906 -1.0391 -2.8292 -0.427 0.501 -1.446
H -1.3981 -0.2393 3.8186 0.191 0.105 0.215
H 0.1356 -0.8837 3.1651 0.097 0.215 -0.227
H -0.7563 -1.8296 4.3097 -0.444 -0.198 -0.136
H -0.9324 -0.0850 1.2817 0.388 0.024 0.201
H -2.6573 -0.1924 1.4754 -0.231 -0.080 -0.208
H -2.0777 -0.9039 -0.8732 -0.606 0.227 0.146
H -2.4332 -2.4329 0.0108 -0.273 0.176 -0.021
H 0.1570 -1.3397 -0.7770 0.154 0.737 0.766
H -1.2647 -2.5497 -2.3716 -0.189 0.251 -0.157
H -0.6154 -3.9087 -1.5056 -0.235 -0.236 0.020
H 0.8636 -3.0581 -3.4497 -0.417 -0.299 -0.150
H 1.6856 -3.2993 -1.9462 0.178 0.123 0.502
H 2.4995 -1.3861 -3.8625 0.929 -0.062 -0.380
H 3.3096 -1.4872 -2.2666 -0.255 -0.242 0.344
H 2.5851 0.0466 -2.8515 0.160 -0.012 0.207
C 3.6871 1.0073 -0.1763 0.931 -0.028 -1.013
O 3.4951 1.8463 -1.3393 -0.310 -0.140 0.863
C 4.6919 2.2983 -2.0022 -0.539 0.572 1.165
C 5.4425 3.2841 -1.0849 0.013 -1.070 -0.090
N 4.6964 4.4862 -0.7683 0.334 -0.327 -0.809
C 5.3409 5.2355 0.2669 -0.582 1.132 0.312
C 4.6074 6.5467 0.5225 -0.295 0.687 -0.614
O 3.1892 6.3747 0.6601 0.433 -0.512 0.648
C 2.5579 7.3482 1.4850 0.267 -0.040 -1.118
H 4.3785 1.3845 0.5772 -0.215 0.723 0.106
H 4.2105 0.1038 -0.4892 -0.266 -0.477 -0.177
H 2.7455 0.7506 0.3090 -0.126 0.240 -0.414
H 4.3566 2.8426 -2.8850 -0.148 -0.124 -0.047
H 5.2731 1.4273 -2.3052 0.425 0.120 0.131
H 6.4261 3.4840 -1.5100 -0.043 0.421 -0.226
H 5.6605 2.7605 -0.1541 0.260 -0.363 0.274
H 3.7657 4.2360 -0.4661 -0.228 -0.025 -0.063
H 6.3648 5.4980 0.0011 0.076 -0.016 -0.285
H 5.4234 4.7292 1.2287 -0.095 -0.558 0.286
H 4.7335 7.2653 -0.2873 0.217 -0.171 -0.517
H 5.1097 7.0507 1.3482 -0.421 -0.096 0.723
H 2.5498 8.3128 0.9774 0.642 0.463 0.127
H 3.0818 7.3813 2.4402 -0.477 0.219 0.248
H 1.4846 7.1594 1.5071 0.156 -0.679 0.585
C -1.4570 3.0334 2.2740 -0.217 -0.558 -0.625
O -1.9096 4.1403 1.5381 -0.100 1.003 -0.082
C -1.0635 5.2954 1.5138 0.083 0.853 -0.031
C -1.1784 6.1275 2.8183 -0.478 -1.607 0.052
N -2.5590 6.5992 3.1346 0.963 0.907 -1.583
C -3.0765 7.6770 2.2323 0.246 0.998 1.563
C -2.2529 9.0226 2.3317 -0.669 -1.736 -0.288
O -0.9033 8.8231 1.9424 0.252 0.786 0.971
C -0.7017 8.8911 0.5755 -0.464 -0.071 -1.008
H -0.5288 2.6616 1.8401 0.568 0.206 0.422
H -2.1611 2.2366 2.0342 -0.264 -0.008 0.442
H -1.4358 3.2230 3.3472 0.234 -0.123 -0.048
H -1.3399 5.8669 0.6278 -0.525 0.052 0.024
H -0.0328 5.0363 1.2719 0.316 -0.404 0.456
H -0.3852 6.8656 2.9371 -0.519 0.187 -0.336
H -0.9477 5.3828 3.5801 -0.039 -0.012 0.430
H -3.1746 5.8249 2.9306 -0.036 -0.458 0.353
H -4.0661 7.8703 2.6463 -0.131 0.378 0.090
H -3.3220 7.4312 1.1991 0.703 -0.389 -0.361
H -2.2567 9.4261 3.3442 0.086 -0.283 0.043
H -2.7612 9.7373 1.6845 0.118 0.273 -0.178
H -1.1838 9.7751 0.1582 -0.069 0.230 -0.142
H -1.1549 8.0224 0.0979 0.049 -0.148 -0.372
H 0.3507 8.9378 0.2954 0.033 -0.107 0.427
C 3.5013 -2.8746 2.7005 0.039 -0.929 0.052
C 4.2097 -3.3025 1.3967 -0.840 1.759 0.160
C 5.7048 -3.4071 1.5582 -0.075 -0.482 -0.704
O 3.6491 -4.4446 0.8040 0.964 -0.604 0.393
H 3.5429 -3.7008 3.4103 0.227 -0.070 0.232
H 2.4353 -2.6999 2.5553 -0.002 0.157 -0.321
H 3.9418 -1.9936 3.1672 0.146 0.057 -0.146
H 3.9878 -2.4743 0.7236 0.272 0.438 -0.423
H 5.9168 -4.1830 2.2938 0.379 0.196 0.137
H 6.1752 -2.4430 1.7514 -0.212 -0.019 0.620
H 6.1448 -3.6888 0.6015 -0.059 -0.408 -0.026
H 2.6974 -4.3185 0.8116 -0.767 -0.021 -0.097
C 1.8639 -9.2722 -1.4679 0.011 0.618 -0.640
C 0.8314 -8.2120 -1.8272 0.325 1.868 2.484
C 1.2740 -6.7497 -1.3875 0.232 -1.465 0.092
O 0.6453 -8.1201 -3.1771 -0.165 -0.053 -2.535
H 1.5316 -10.2192 -1.8931 0.073 -0.249 0.258
H 2.0794 -9.3533 -0.4025 -0.179 -0.036 -0.082
H 2.7644 -8.9674 -2.0011 0.299 -0.211 0.127
H -0.1276 -8.4498 -1.3668 -0.167 0.006 0.372
H 1.3612 -6.6976 -0.3022 -0.201 0.124 -0.012
H 0.6445 -5.9418 -1.7605 -0.348 -0.308 0.053
H 2.2748 -6.5502 -1.7705 0.112 -0.126 -0.106
H 0.4606 -8.9819 -3.5578 -0.061 -0.166 -0.037
C 2.7790 -7.1514 -5.9509 0.634 -0.481 -0.112
C 2.3126 -6.0679 -4.9922 2.139 0.248 0.631
C 2.9162 -4.6715 -5.2642 -0.669 -0.162 -0.796
O 0.9467 -5.9624 -5.0265 -1.665 0.849 -0.256
H 3.8452 -7.3712 -5.8973 0.327 0.620 -0.079
H 2.5107 -6.9445 -6.9869 -0.052 0.095 0.003
H 2.3994 -8.1373 -5.6825 -0.694 0.120 0.102
H 2.6726 -6.3338 -3.9983 -0.163 -0.310 0.316
H 2.4888 -4.3948 -6.2280 0.377 0.252 -0.381
H 4.0047 -4.6182 -5.2863 -0.027 -0.376 -0.184
H 2.5911 -3.8700 -4.6009 -0.212 -0.424 0.441
H 0.5411 -6.6658 -4.5143 0.092 -0.306 0.303
C -1.1614 -5.2172 1.3219 -0.871 -0.386 -0.157
C 0.0677 -4.5637 1.9078 -0.047 -0.730 -0.674
C 0.8327 -5.6325 2.6542 0.768 0.675 0.932
O 0.9120 -4.0168 0.8930 0.365 -1.100 0.847
H -1.8701 -5.3774 2.1344 -0.109 -0.132 0.049
H -0.9447 -6.1911 0.8828 0.240 -0.116 0.049
H -1.7236 -4.6935 0.5487 0.236 0.554 0.050
H -0.2642 -3.7812 2.5902 0.174 0.191 0.075
H 0.2656 -5.9825 3.5168 -0.224 -0.230 -0.154
H 1.7173 -5.1684 3.0902 0.238 -0.031 -0.010
H 1.1893 -6.4703 2.0550 -0.317 0.066 -0.201
H 0.3311 -3.5195 0.3126 -0.176 1.145 -0.239
C 2.6570 1.0834 3.8050 0.358 0.044 -0.160
C 3.5690 2.3348 3.7599 -2.391 0.258 -0.736
C 2.8304 3.4949 3.0446 0.483 -1.037 -0.904
O 3.7836 2.7780 5.0590 0.853 0.085 1.127
H 3.0724 0.3117 4.4531 0.250 -0.040 0.094
H 2.5343 0.6245 2.8239 -0.028 0.072 -0.170
H 1.6741 1.2997 4.2236 -0.026 0.263 -0.059
H 4.5188 2.0858 3.2867 0.083 0.133 -0.355
H 2.5195 3.0996 2.0776 0.083 0.112 -0.375
H 3.4722 4.3543 2.8504 -0.060 0.029 0.212
H 1.8866 3.7960 3.4991 0.254 -0.052 0.584
H 4.4187 2.1458 5.4033 0.064 0.121 0.675
C -6.3500 -1.6659 -2.2386 -0.158 -0.153 0.825
C -5.2779 -2.1617 -1.2440 -0.722 0.538 -0.493
C -5.5120 -1.8344 0.2362 -1.134 -0.395 -0.667
O -5.2079 -3.5616 -1.4485 0.332 0.090 0.921
H -7.2747 -2.2102 -2.0469 -0.221 0.214 0.284
H -6.1034 -1.9618 -3.2583 0.415 0.283 -0.043
H -6.5063 -0.5902 -2.1573 -0.101 0.057 -0.196
H -4.3697 -1.6217 -1.5120 0.586 -0.350 -0.215
H -6.3978 -2.3636 0.5874 0.074 -0.497 0.100
H -5.8422 -0.8031 0.3610 0.634 0.302 -0.061
H -4.6604 -2.0991 0.8629 -0.032 0.140 -0.073
H -4.8286 -3.6722 -2.3234 0.434 -0.131 -0.302
C 1.5785 -3.2529 5.6503 -0.249 -0.496 -0.912
C 2.0039 -2.5767 6.9134 0.274 0.647 -0.365
C 3.4395 -2.0828 6.8104 0.757 -1.095 0.749
O 1.2239 -1.4268 7.1920 -0.795 0.659 0.280
H 2.1631 -4.1684 5.5592 0.015 -0.056 -0.292
H 1.7346 -2.6279 4.7711 0.466 0.131 0.086
H 0.5294 -3.5237 5.5316 -0.195 -0.122 0.724
H 1.8623 -3.2342 7.7711 0.452 -0.289 0.014
H 3.6869 -1.5384 7.7216 0.032 0.292 -0.202
H 3.7724 -1.5634 5.9118 -0.782 0.392 -0.019
H 4.1005 -2.9495 6.8106 0.047 -0.272 0.127
H 0.4699 -1.7046 7.7172 -0.160 -0.019 0.055
C 0.2351 2.4151 -1.2214 -0.520 -0.842 -0.461
C -0.0634 2.6991 -2.7163 -0.113 -0.720 0.912
C -0.8461 1.6056 -3.4525 0.359 -0.859 0.042
O -0.7823 3.8708 -2.8505 0.165 1.506 -0.449
H 0.5608 3.3027 -0.6789 0.527 -0.045 -0.300
H 0.9170 1.5656 -1.1847 0.482 0.275 0.243
H -0.6375 2.0642 -0.6705 -0.535 0.045 -0.221
H 0.9070 2.8097 -3.2003 -0.012 0.337 -0.140
H -0.1749 1.0882 -4.1379 -0.138 -0.159 -0.215
H -1.6854 2.0225 -4.0094 0.268 0.243 -0.104
H -1.2820 0.8303 -2.8225 0.127 -0.042 0.359
H -1.5958 3.7522 -2.3547 -0.400 0.304 0.508
C -4.5219 0.1261 3.3859 0.081 -0.603 -0.338
C -5.3890 1.2819 2.9562 -1.068 -0.910 -0.364
C -6.8586 0.8331 2.9062 -0.117 0.127 -1.032
O -5.3047 2.3398 3.8452 0.774 1.114 -0.089
H -4.4030 -0.5407 2.5319 0.280 -0.078 0.047
H -4.9856 -0.4968 4.1508 -0.012 0.222 0.297
H -3.5547 0.4902 3.7321 0.098 -0.094 -0.106
H -5.0357 1.5721 1.9667 -0.151 0.506 -0.050
H -7.0885 0.1868 3.7532 -0.133 0.008 -0.034
H -7.1007 0.3509 1.9591 0.162 -0.632 0.066
H -7.5444 1.6798 2.8760 0.200 0.291 0.420
H -5.4234 1.8947 4.6875 -0.399 0.169 1.131
C 6.2310 -2.1288 -2.0546 0.416 0.066 0.241
C 7.1563 -1.3268 -2.9368 -1.087 0.740 -1.314
C 6.4578 -0.7404 -4.1903 0.513 -0.895 0.492
O 7.5353 -0.1441 -2.2556 0.714 0.183 0.459
H 6.8550 -2.5639 -1.2740 -0.203 -0.400 0.089
H 5.6865 -2.8961 -2.6048 -0.007 -0.059 0.167
H 5.5636 -1.4357 -1.5424 -0.291 -0.079 -0.185
H 8.0182 -1.9292 -3.2239 0.209 0.036 -0.065
H 7.1788 -0.1290 -4.7330 -0.194 0.228 0.094
H 5.6141 -0.1580 -3.8201 -0.014 0.134 -0.301
H 6.1142 -1.5119 -4.8793 -0.168 -0.082 0.101
H 8.1583 -0.3838 -1.5657 0.077 0.102 0.204
C -4.4610 3.4775 -2.5426 -1.376 0.189 0.862
C -4.0738 3.3114 -1.0678 0.529 -2.174 -0.171
C -3.8136 1.8164 -0.7203 -0.932 0.703 -0.389
O -2.8517 3.9064 -0.9385 2.256 1.664 -1.051
H -5.1576 2.7089 -2.8775 -0.161 -0.080 0.177
H -3.6260 3.4371 -3.2420 0.197 0.290 0.394
H -5.0015 4.4239 -2.5581 0.218 0.168 -0.759
H -4.6631 3.8188 -0.3040 -1.228 -0.362 -0.427
H -3.3558 1.7692 0.2678 -0.112 -0.275 -0.002
H -3.1281 1.4273 -1.4731 0.156 -0.011 0.064
H -4.7346 1.2376 -0.7900 -0.033 -0.214 0.322
H -2.5817 3.9878 -0.0209 0.209 -0.097 0.655
C 1.0879 2.0930 7.6846 0.259 -0.335 0.727
C -0.1865 1.8592 6.9186 -0.583 0.058 1.061
C -0.6752 3.0769 6.1744 0.629 -0.137 -0.233
O -0.0781 0.7563 6.0798 -0.409 -0.088 -1.735
H 1.9186 2.4604 7.0820 -0.155 0.302 -0.071
H 1.4231 1.1516 8.1199 0.031 -0.266 -0.114
H 0.8835 2.6987 8.5675 0.181 0.517 -0.203
H -0.9748 1.6384 7.6382 -0.212 -0.116 0.543
H -1.6009 2.8754 5.6352 0.045 0.012 -0.062
H 0.1328 3.3535 5.4971 -0.176 0.288 -0.361
H -0.8310 3.8971 6.8752 -0.042 0.001 -0.030
H 0.3156 -0.0065 6.5096 0.448 -0.040 0.204
C -4.6601 -5.1141 -5.1253 0.358 -1.145 0.354
C -3.7198 -5.2856 -3.9069 0.443 -0.825 -2.318
C -2.4047 -6.0107 -4.2914 -0.852 -0.350 -0.340
O -3.4255 -3.9901 -3.5630 0.256 1.519 2.113
H -4.1986 -4.3719 -5.7766 -0.255 0.119 0.000
H -5.6387 -4.8041 -4.7588 -0.008 0.148 -0.302
H -4.7404 -6.0350 -5.7028 -0.296 -0.116 -0.001
H -4.2245 -5.7917 -3.0840 0.097 0.059 0.112
H -1.6991 -6.0273 -3.4607 -0.077 -0.264 -0.014
H -1.8990 -5.5959 -5.1634 -0.044 0.793 0.111
H -2.6469 -6.9913 -4.7012 0.065 -0.494 0.656
H -2.9236 -3.6047 -4.2850 0.243 0.471 -0.323
C -1.6887 -0.9659 -7.3048 -1.252 -0.374 0.108
C -1.8319 -1.3664 -5.8331 0.391 1.081 0.005
C -2.9439 -0.6211 -5.1318 0.162 0.539 -0.243
O -2.0945 -2.7505 -5.6500 0.315 -0.053 -0.398
H -0.8919 -1.4780 -7.8444 0.085 -0.041 0.164
H -1.6002 0.1112 -7.4470 0.293 -0.011 0.272
H -2.6498 -1.2272 -7.7477 -0.003 -0.129 -0.483
H -0.8975 -1.0486 -5.3703 0.292 -0.451 0.499
H -3.9101 -0.8360 -5.5883 -0.065 -0.098 0.104
H -2.7378 0.4437 -5.2405 -0.163 0.071 -0.034
H -2.9609 -0.8106 -4.0586 -0.087 -0.294 -0.035
H -1.5164 -3.2396 -6.2401 0.149 -0.291 0.014